1.
Computed, not measured: a molecular structure, C22H26FGdN7O7P2SSi in a non-equilibrium geometry, with the ωB97M-V functional and the def2-TZVPD basis.

Computed properties:
Energy ... -108855.76360 eV
Energy relative to the best compared isomer or geometry (same formula, charge and spin) ... 63.86 kJ/mol
Highest occupied orbital energy (spin up / spin down) ... -4.879 / -4.857 eV
E_LUMO (spin up / spin down) ... 1.8 / -0.1 eV
Maximum force ... 3.085 eV/Å

```
! wB97M-V def2-TZVPD RIJCOSX def2/J DEFGRID3
* xyz -1 8
Gd -0.540 -0.369 0.121
N 2.116 -3.090 2.276
C 1.912 -2.256 1.227
S 1.252 -2.868 -0.208
N 2.432 -1.027 1.318
N 1.899 -0.077 0.570
C 2.494 1.086 0.538
C 1.877 2.185 -0.131
C 2.426 3.476 -0.023
C 1.816 4.532 -0.656
C 0.689 4.283 -1.431
C 0.225 2.978 -1.507
N 0.762 1.953 -0.861
H 1.392 -3.799 2.386
H 2.351 -2.612 3.135
H 3.439 1.250 1.056
H 3.325 3.624 0.557
H 2.214 5.532 -0.562
H 0.180 5.084 -1.945
H -0.625 2.758 -2.142
O -2.635 -2.509 2.887
P -1.262 -2.854 2.135
O -0.551 -3.991 2.733
O -0.530 -1.550 1.919
O -1.877 -3.326 0.654
P -2.556 -2.165 -0.240
O -3.859 -2.931 -0.792
O -2.937 -1.006 0.633
O -1.624 -1.793 -1.353
H -3.035 -1.805 2.350
H -3.823 -3.855 -0.552
C -1.734 2.302 4.276
Si -0.357 2.124 2.949
C 0.808 0.769 3.614
C 0.756 3.698 3.127
N -0.992 1.779 1.380
C -1.843 2.614 0.759
C -2.179 3.928 1.180
C -3.043 4.741 0.484
C -3.681 4.306 -0.671
C -3.383 3.034 -1.137
C -2.482 2.258 -0.451
F -2.123 1.025 -1.036
H -1.308 2.493 5.257
H -2.303 1.380 4.333
H -2.430 3.101 4.049
H 0.914 0.865 4.692
H 1.799 0.835 3.179
H 0.415 -0.220 3.406
H 1.078 3.798 4.160
H 0.267 4.625 2.846
H 1.646 3.608 2.513
H -1.714 4.306 2.075
H -3.232 5.744 0.845
H -4.397 4.927 -1.186
H -3.837 2.644 -2.038
N 1.743 -1.285 -7.546
C 1.469 -1.122 -6.444
C 1.129 -0.882 -5.093
C -0.095 -0.294 -4.769
C -0.373 -0.048 -3.435
N 0.461 -0.342 -2.442
C 1.626 -0.906 -2.756
C 2.008 -1.195 -4.057
H -0.805 -0.040 -5.541
H -1.317 0.403 -3.160
H 2.281 -1.146 -1.927
H 2.962 -1.656 -4.263
*
```

---

2.
Computed, not measured: a single C3H6N2O molecule, with the ωB97M-V functional and the def2-TZVPD basis.

Computed properties:
Energy ... -8235.57123 eV
Energy relative to the best compared isomer or geometry (same formula, charge and spin) ... 108.79 kJ/mol
Highest occupied orbital energy ... -9.798 eV
SMILES ... [H]/N=C/CNC=O
E_LUMO ... 0.8 eV
Maximum force ... 0.422 eV/Å

```
! wB97M-V def2-TZVPD RIJCOSX def2/J DEFGRID3
* xyz 0 1
O 2.699 -0.781 0.850
C 1.518 -0.596 1.035
N -0.002 1.244 -1.352
C -0.984 0.779 -0.700
C -0.795 -0.394 0.235
N 0.526 -0.962 0.167
H -0.289 2.032 -1.933
H -2.010 1.166 -0.768
H 1.117 -0.145 1.965
H -0.984 -0.061 1.265
H -1.558 -1.154 0.020
H 0.871 -1.172 -0.762
*
```

---

3.
Computed, not measured: a single C3H6O2 molecule, with the ωB97M-V functional and the def2-TZVPD basis.

Computed properties:
Energy ... -7299.75399 eV
Energy relative to the best compared isomer or geometry (same formula, charge and spin) ... 378.63 kJ/mol
Highest occupied orbital energy ... -8.920 eV
E_LUMO ... 0.8 eV
Maximum force ... 0.576 eV/Å

```
! wB97M-V def2-TZVPD RIJCOSX def2/J DEFGRID3
* xyz 0 1
C 0.680 -1.430 -0.918
C 0.448 0.036 0.848
O -0.184 -0.667 -0.076
C -0.345 1.293 0.964
O -1.590 1.377 0.334
H 1.353 -2.058 -0.332
H 1.255 -0.697 -1.487
H 0.040 -2.001 -1.590
H 0.424 1.906 0.431
H -0.386 1.696 1.978
H -1.695 0.546 -0.152
*
```